C3H2NO4 | wB97M-V/def2-TZVPD

```
10
Properties=species:S:1:pos:R:3
C 0.137 -1.189 -1.640
C -1.558 1.368 0.183
C 1.080 -0.159 1.121
N 0.908 -0.511 -1.131
O -2.465 0.632 0.060
O -0.793 2.225 0.066
O 0.078 0.251 1.751
O -0.641 -1.900 -2.163
H 1.465 -1.266 1.114
H 1.789 0.549 0.640
```

## Properties
- maximum force (eV Å⁻¹) = 5.0
- Kohn-Sham gap (eV) = 8.18
- energy relative to the best compared isomer or geometry (same formula, charge and spin) (eV) = 0.577
- HOMO level (hartree) = -0.1621
- net charge = -1

These are the natural (NBO) partial charges, in e, on atoms 1 to 8: 0.66 1.06 0.29 -0.81 -0.55 -0.53 -0.67 -0.71



C3H2NOPS | wB97M-V/def2-TZVPD

```
9
Properties=species:S:1:pos:R:3
N -2.637 -1.922 -0.435
C -1.766 -1.259 -0.115
C -0.568 -0.680 0.310
C -0.191 0.227 1.251
P 1.120 0.143 -0.055
O 0.886 1.616 -0.771
S 2.880 -0.570 -0.486
H -0.623 0.833 2.018
H 0.898 1.612 -1.717
```

## Properties
- maximum force (eV Å⁻¹) = 3.7
- Kohn-Sham gap (eV) = 8.93
- energy relative to the best compared isomer or geometry (same formula, charge and spin) (eV) = 0.156
- SMILES string = N#CC1=C[P@@]1(O)=S
- HOMO level (hartree) = -0.3505
- net charge = 0

These are the natural (NBO) partial charges, in e, on atoms 1 to 8: -0.24 0.21 -0.36 -0.36 1.41 -0.97 -0.44 0.24



C3H2NOS2 | wB97M-V/def2-TZVPD

```
9
Properties=species:S:1:pos:R:3
C 1.201 -1.114 0.019
C 0.970 1.240 0.023
C -1.947 -0.054 -0.071
N 1.558 0.013 -0.074
O 1.620 2.250 -0.100
S 1.171 -2.674 -0.105
S -0.879 1.345 -0.105
H -1.382 -0.919 -0.445
H -2.312 -0.086 0.857
```

## Properties
- maximum force (eV Å⁻¹) = 4.6
- Kohn-Sham gap (alpha / beta) (eV) = 5.74 / 5.74
- energy relative to the best compared isomer or geometry (same formula, charge and spin) (eV) = 3.505
- HOMO level (alpha / beta) (hartree) = -0.0957 / -0.0957
- net charge = -1

These are the natural (NBO) partial charges, in e, on atoms 1 to 8: 0.27 0.45 -0.95 -0.51 -0.61 -0.08 0.12 0.17



C3H2NOS2 | wB97M-V/def2-TZVPD

```
9
Properties=species:S:1:pos:R:3
O -1.629 -0.008 -2.311
S -1.764 -0.416 -0.856
C -1.590 -2.448 -0.309
N -0.365 -2.579 -0.105
C 0.593 -1.663 -0.138
S 2.179 -1.810 -0.326
C -0.205 -0.372 -0.009
H -0.574 -0.115 0.956
H 0.352 0.545 -0.455
```

## Properties
- maximum force (eV Å⁻¹) = 4.5
- Kohn-Sham gap (alpha / beta) (eV) = 6.34 / 6.34
- energy relative to the best compared isomer or geometry (same formula, charge and spin) (eV) = 4.371
- SMILES string = O=S1#CN=C([S-])C1
- HOMO level (alpha / beta) (hartree) = -0.1147 / -0.1146
- net charge = -1

These are the natural (NBO) partial charges, in e, on atoms 1 to 8: -1.02 0.91 0.03 -0.64 0.08 -0.10 -0.73 0.24



C3H2NOS2 | wB97M-V/def2-TZVPD

```
9
Properties=species:S:1:pos:R:3
C 0.573 -1.136 -0.086
C -0.320 1.266 0.120
C 1.469 -0.085 -0.069
N 0.940 1.210 0.045
O -2.191 -0.657 0.819
S 3.150 -0.302 0.198
S -1.253 -0.293 -0.248
H 0.624 -2.065 -0.469
H -0.733 2.150 0.345
```

## Properties
- ⟨S²⟩ = 2.027
- maximum force (eV Å⁻¹) = 5.1
- Kohn-Sham gap (alpha / beta) (eV) = 5.24 / 6.55
- energy relative to the best compared isomer or geometry (same formula, charge and spin) (eV) = 1.661
- 2S+1 = 3
- HOMO level (alpha / beta) (hartree) = -0.0598 / -0.1611
- net charge = -1

These are the natural (NBO) partial charges, in e, on atoms 1 to 8: -0.33 -0.30 -0.17 -0.48 -1.01 -0.11 1.05 0.18



C3H2NS3 | wB97M-V/def2-TZVPD

```
9
Properties=species:S:1:pos:R:3
N -0.565 -0.459 -0.295
S 0.388 -1.826 -0.238
C 2.118 -1.377 0.022
S 3.139 -2.671 0.123
C 2.375 -0.067 -0.144
C 3.015 0.977 -0.130
S 3.389 2.526 0.013
H -0.353 0.308 -0.883
H -0.786 0.028 0.577
```

## Properties
- maximum force (eV Å⁻¹) = 1.8
- Kohn-Sham gap (eV) = 7.14
- energy relative to the best compared isomer or geometry (same formula, charge and spin) (eV) = 1.453
- SMILES string = NSC([S-])=C=C=S
- HOMO level (hartree) = -0.1404
- net charge = -1

These are the natural (NBO) partial charges, in e, on atoms 1 to 8: -1.02 0.44 -0.29 -0.22 -0.35 -0.06 -0.24 0.37



- Among the records above, which one has the lowest energy relative to the best compared isomer or geometry (same formula, charge and spin)?
  C3H2NOPS



- Look up the energy relative to the best compared isomer or geometry (same formula, charge and spin) of the third one.
  3.505 eV



- Which formula does entry 5 have?
  C3H2NOS2



Please write out number 3 again, unchanged.
C3H2NOS2 | wB97M-V/def2-TZVPD

```
9
Properties=species:S:1:pos:R:3
C 1.201 -1.114 0.019
C 0.970 1.240 0.023
C -1.947 -0.054 -0.071
N 1.558 0.013 -0.074
O 1.620 2.250 -0.100
S 1.171 -2.674 -0.105
S -0.879 1.345 -0.105
H -1.382 -0.919 -0.445
H -2.312 -0.086 0.857
```

## Properties
- maximum force (eV Å⁻¹) = 4.6
- Kohn-Sham gap (alpha / beta) (eV) = 5.74 / 5.74
- energy relative to the best compared isomer or geometry (same formula, charge and spin) (eV) = 3.505
- HOMO level (alpha / beta) (hartree) = -0.0957 / -0.0957
- net charge = -1

These are the natural (NBO) partial charges, in e, on atoms 1 to 8: 0.27 0.45 -0.95 -0.51 -0.61 -0.08 0.12 0.17